The following is a quantum chemistry calculation of a structure of composition C8H18NOS in a non-equilibrium geometry, from the OMol25 dataset.

Geometry as ORCA input:
```
! RIJCOSX wB97M-V def2-TZVPD def2/J DEFGRID3
* xyz 1 1
C -4.526 -0.397 -1.191
C -4.233 0.631 1.439
C -0.455 -0.349 -0.118
C -1.721 0.156 -0.947
C 1.463 -1.588 -1.180
C 2.207 -0.142 1.517
C 2.813 1.242 -0.323
C 0.944 -0.300 -0.785
N 1.774 0.488 0.238
O -0.790 0.824 0.473
S -3.578 -0.035 0.103
H -3.964 -0.164 -2.098
H -5.573 -0.096 -1.149
H -3.821 0.350 2.429
H -4.831 1.555 1.437
H -0.587 -1.297 0.347
H -1.582 0.617 -1.923
H 2.492 -1.490 -1.614
H 0.934 -2.004 -2.008
H 1.428 -2.295 -0.324
H 2.727 0.653 2.181
H 1.485 -0.526 2.207
H 2.818 -0.999 1.292
H 3.594 0.540 -0.712
H 2.396 1.656 -1.243
H 3.215 1.933 0.455
H 0.752 0.555 -1.528
H 0.985 1.167 0.554
H -3.107 -1.236 0.655
*
```

Results
Orbital gap (alpha / beta) = 7.887 / 7.886 eV
Lowest unoccupied orbital energy (alpha / beta) = -3.4 / -3.4 eV

These are the natural (NBO) partial charges, in e, on atoms 1 to 4: atom 1 (C): -0.927, atom 2 (C): -0.798, atom 3 (C): 0.021, atom 4 (C): -0.115

=====

The following is a quantum chemistry calculation of a cluster of 2 separate species, C8H18NS in total in a non-equilibrium geometry, from the OMol25 dataset.

Geometry as ORCA input:
```
! RIJCOSX wB97M-V def2-TZVPD def2/J DEFGRID3
* xyz 1 1
C -1.952 -0.047 0.953
C -1.568 0.691 -0.122
C -3.109 -0.970 0.788
C 1.736 -0.265 1.799
C 1.506 -0.500 -2.083
C -0.211 2.367 -1.038
C 2.071 -0.693 0.378
C 0.968 -0.690 -0.700
N -0.298 1.284 -0.046
S -0.186 -1.892 -0.475
H -1.494 -0.002 1.888
H -2.005 0.480 -1.012
H -3.677 -0.917 -0.134
H -3.706 -0.596 1.583
H -2.764 -2.050 0.812
H 1.778 0.805 1.792
H 2.433 -0.780 2.516
H 0.752 -0.574 2.115
H 2.260 -1.311 -2.358
H 2.090 0.401 -2.149
H 0.803 -0.451 -2.916
H -0.453 1.874 -1.999
H -0.882 3.245 -0.702
H 0.836 2.765 -0.934
H 3.023 -0.116 0.123
H 2.489 -1.693 0.215
H 0.100 1.397 0.892
H -0.541 -1.762 0.814
*
```

Results
Orbital gap (alpha / beta) = 7.707 / 7.707 eV
Lowest unoccupied orbital energy (alpha / beta) = -4.8 / -4.7 eV

These are the natural (NBO) partial charges, in e, on atoms 1 to 4: atom 1 (C): -0.186, atom 2 (C): -0.032, atom 3 (C): -0.653, atom 4 (C): -0.612

=====

The following is a quantum chemistry calculation of a structure of composition C8H18O4S in a non-equilibrium geometry, from the OMol25 dataset.

Geometry as ORCA input:
```
! RIJCOSX wB97M-V def2-TZVPD def2/J DEFGRID3
* xyz 0 1
C -0.226 0.898 3.009
C -1.797 0.061 -2.370
C -3.103 -0.555 -0.346
C 1.246 -2.045 0.120
C 0.532 0.177 1.964
C -1.727 -0.242 -0.870
C -0.020 -1.310 0.252
C 1.891 1.072 -0.421
O 1.103 2.102 -0.929
O 3.050 1.430 0.138
O -0.319 -0.561 1.182
O -0.867 -1.345 -0.791
S 2.532 -0.252 -1.905
H -1.061 1.454 2.585
H -0.630 0.134 3.643
H 0.531 1.466 3.487
H -2.385 0.895 -2.681
H -0.816 0.163 -2.699
H -2.367 -0.789 -2.959
H -3.244 -1.669 -0.528
H -4.017 0.050 -0.745
H -3.086 -0.533 0.850
H 1.546 -2.118 -0.923
H 1.366 -2.949 0.634
H 1.994 -1.444 0.620
H 1.365 -0.323 2.423
H 1.182 0.808 0.724
H -1.239 0.680 -0.441
H 1.458 2.791 -1.599
H 3.422 2.286 -0.135
H 3.686 -0.332 -1.288
*
```

Results
Orbital gap (alpha / beta) = 7.075 / 7.074 eV
Lowest unoccupied orbital energy (alpha / beta) = 0.6 / 0.6 eV

These are the natural (NBO) partial charges, in e, on atoms 1 to 4: atom 1 (C): -0.631, atom 2 (C): -0.604, atom 3 (C): -0.649, atom 4 (C): -0.747